Density functional theory data (wB97M-V/def2-TZVPD) for C17H25IrN2O7P2 as an isolated structure.

Element x y z (Å)
1 Ir -0.149 0.109 0.156
2 N -0.793 -4.661 0.656
3 C -1.574 -3.419 0.289
4 C -3.007 -3.806 -0.047
5 P -0.707 -2.774 -1.216
6 O 0.808 -2.729 -0.639
7 O -0.766 -3.896 -2.179
8 O -1.186 -1.353 -1.393
9 P -1.527 -2.243 1.689
10 O 0.024 -2.440 2.140
11 O -2.398 -2.614 2.818
12 O -1.709 -0.890 1.007
13 H -0.646 -5.195 -0.210
14 H -1.282 -5.222 1.354
15 H 0.114 -4.359 1.028
16 H -3.028 -4.473 -0.910
17 H -3.561 -2.905 -0.307
18 H -3.501 -4.265 0.812
19 H 1.242 -1.899 -0.911
20 H 0.075 -2.305 3.095
21 C 3.597 2.319 0.044
22 C 3.260 3.551 0.588
23 C 2.030 3.688 1.191
24 C 1.157 2.604 1.226
25 N 1.431 1.459 0.573
26 C 2.655 1.314 0.036
27 C -0.083 2.531 1.965
28 C -0.405 3.448 2.963
29 C -1.499 3.226 3.771
30 C -2.244 2.074 3.564
31 C -1.920 1.165 2.564
32 C -0.816 1.361 1.722
33 H 4.565 2.136 -0.400
34 H 3.953 4.381 0.554
35 H 1.733 4.618 1.652
36 H 2.871 0.361 -0.412
37 H 0.223 4.314 3.130
38 H -1.756 3.921 4.559
39 H -3.103 1.866 4.191
40 H -2.576 0.321 2.447
41 C 2.124 1.120 -3.179
42 C 0.772 0.593 -2.696
43 C -0.228 1.740 -2.619
44 C 0.293 -0.465 -3.689
45 O 1.018 0.034 -1.386
46 H 2.043 1.466 -4.210
47 H 2.871 0.324 -3.148
48 H 2.464 1.956 -2.568
49 H -0.398 2.143 -3.619
50 H 0.153 2.542 -1.981
51 H -1.180 1.394 -2.217
52 H 0.356 -0.051 -4.698
53 H -0.729 -0.771 -3.498
54 H 0.939 -1.345 -3.651

Energy above the lowest of the compared OMol25 structures with the same formula, charge and spin = 243.4 kJ/mol
DFT total energy = -56768.204 eV
Total charge = 0
Kohn-Sham gap = 8.03 eV